(1)
64
Properties=species:S:1:pos:R:3:forces:R:3 method="wB97M-V/def2-TZVPD" orbital_gap_ev=8.115 lumo_ev=-1.428 total_charge=0 molar_mass_da=543.48 multiplicity=1 smiles="COCCCCC[C@](C#N)(N=C=S)[C@@](C#N)(CC(=O)Br)N=C=O.C1CCOC1.C1CCOC1"
C -1.5661 -1.4929 4.7039 -1.0 -0.4 1.0
O -0.1371 -1.7474 4.4621 -1.3 1.2 -1.7
C 0.1542 -1.2553 3.0856 -0.2 0.3 -0.2
C 1.6183 -1.7325 2.5072 0.0 -0.2 -0.6
C 1.4297 -1.9841 0.8924 0.3 0.0 0.0
C 2.6796 -2.8667 0.2163 -0.7 0.8 0.7
C 2.1665 -3.2734 -1.2893 -0.5 1.0 0.5
C 3.3506 -3.7197 -2.3297 -0.3 -0.7 0.9
C 4.4807 -4.6249 -1.5240 6.9 -6.0 -0.2
N 5.4906 -5.4248 -1.2863 -9.4 7.4 -1.9
N 4.0318 -2.4979 -2.9655 5.6 0.9 5.9
C 5.0541 -2.0388 -2.1443 -3.5 1.5 -1.0
S 5.9687 -1.0415 -1.0598 -2.8 -3.7 -3.9
C 2.6958 -4.5725 -3.5999 2.6 -0.8 -0.4
C 4.0124 -5.0374 -4.5204 6.4 -3.8 -5.0
N 4.9691 -5.5070 -5.2790 -9.0 4.5 7.1
C 1.9451 -5.9588 -3.1476 -0.1 -1.1 -1.2
C 0.3116 -5.8646 -3.0500 -2.2 -1.1 7.8
O -0.2403 -6.0678 -1.8222 3.6 1.4 -8.4
Br -0.9633 -5.5306 -4.5538 1.6 -0.4 1.3
N 1.8458 -3.6199 -4.4140 2.8 -1.3 -6.9
C 2.2077 -3.6721 -5.7635 0.4 -0.1 -3.3
O 2.4835 -3.6951 -7.0763 -2.6 0.4 11.3
H -2.0796 -0.8128 3.8748 1.2 -1.6 1.7
H -1.7553 -0.9567 5.7517 0.7 -1.1 -2.2
H -2.0995 -2.5521 4.7906 0.9 2.3 -0.4
H 0.0344 -0.0732 3.1219 0.5 -2.5 -0.4
H -0.7029 -1.6812 2.3725 1.9 0.9 1.4
H 2.4813 -0.9244 2.6724 -2.1 -1.7 -0.3
H 2.0140 -2.7444 2.9604 -1.1 2.0 -0.6
H 1.3718 -0.9035 0.3981 0.1 -2.4 0.7
H 0.4129 -2.5686 0.6774 2.2 1.3 0.5
H 2.9245 -3.8112 0.9042 -0.6 2.0 -1.7
H 3.6096 -2.1525 0.2465 -1.7 -1.6 -0.4
H 1.6302 -2.3002 -1.7266 1.4 -2.2 0.7
H 1.3019 -4.0662 -1.1560 2.0 1.3 -0.5
H 2.1821 -6.7669 -3.9935 -0.6 1.9 1.7
H 2.3938 -6.4361 -2.1500 -1.3 1.5 -2.0
C -3.3420 1.8833 1.2052 -0.5 -0.4 0.0
C -2.8611 2.9372 2.1688 0.0 0.7 0.0
C -1.5353 2.3682 2.6249 0.3 -0.1 0.3
O -1.0147 1.5987 1.5323 -0.3 0.1 0.0
C -2.0512 1.4368 0.5542 0.3 0.0 -0.3
H -4.0782 2.2492 0.4851 0.1 -0.1 0.1
H -3.7889 1.0496 1.7597 0.0 0.0 -0.1
H -2.6987 3.8812 1.6352 -0.1 -0.1 0.2
H -3.5513 3.1258 2.9949 0.1 0.0 -0.1
H -1.6647 1.6930 3.4774 0.0 0.0 0.1
H -0.8181 3.1463 2.9019 0.0 -0.1 -0.1
H -1.8012 2.0686 -0.3050 -0.1 0.0 -0.1
H -2.0864 0.3952 0.2230 0.1 0.1 0.0
C -2.9446 8.2928 -0.0196 0.2 0.6 0.2
C -2.6484 7.2367 -1.0529 -0.2 -0.2 -0.6
C -2.1453 6.0920 -0.2008 0.3 -0.3 0.2
O -2.8088 6.1937 1.0667 0.0 0.3 -0.3
C -3.4649 7.4673 1.1367 -0.3 -0.2 0.3
H -3.6565 9.0503 -0.3569 0.1 -0.1 0.1
H -2.0161 8.7989 0.2704 -0.1 0.0 0.0
H -3.5751 6.9449 -1.5610 0.1 0.0 0.0
H -1.9277 7.5530 -1.8112 -0.1 -0.1 0.1
H -1.0680 6.1736 -0.0215 0.0 0.0 -0.1
H -2.3517 5.1149 -0.6471 0.0 0.0 0.1
H -4.5426 7.2931 1.0463 0.0 0.1 0.0
H -3.2666 7.9314 2.1067 0.0 -0.2 0.0

***

(2)
75
Properties=species:S:1:pos:R:3:forces:R:3 method="wB97M-V/def2-TZVPD" orbital_gap_ev=6.855 lumo_ev=-5.135 total_charge=+1 molar_mass_da=910.37 multiplicity=1
C 1.4307 -3.4099 1.2518 1.4 0.2 0.4
C 1.8082 -4.8813 0.7151 -0.2 -0.1 1.2
C 0.5841 -5.7167 0.0769 0.5 0.1 -0.4
C -0.6869 -4.8398 -0.3582 -0.5 -0.7 -1.1
C -0.4472 -3.9816 -1.7270 -0.6 -0.6 0.1
C -1.3806 -2.6335 -1.7592 1.4 -0.4 -0.3
C -0.5977 -1.5789 -2.6843 1.0 1.9 -2.3
C -0.3731 -1.9018 -4.2093 0.7 2.1 1.4
Cl -1.0034 -3.4085 -5.0332 0.8 2.7 1.4
N 0.3488 -0.9695 -5.0821 -0.5 1.5 3.5
C 0.9263 0.2791 -4.6293 -1.4 -0.5 3.5
C 0.7738 0.7519 -3.1275 -1.5 -2.8 -1.2
C 1.4173 2.1441 -2.6109 1.7 -1.3 0.0
O 0.7009 3.3155 -3.0968 2.1 1.3 -0.1
C 1.5588 4.4350 -3.2469 -0.1 1.3 0.9
F 0.7344 5.6074 -3.1553 2.5 -3.4 -0.7
F 2.2970 4.4317 -4.4736 -2.1 0.0 3.1
F 2.5296 4.5468 -2.1951 -2.4 -0.4 -2.8
C -0.0163 -0.2027 -2.1787 -0.6 -1.2 -2.6
C -0.3034 0.1294 -0.6160 2.5 0.7 1.0
O 0.6848 0.3400 0.1284 -4.2 -0.8 -2.7
O -1.6687 0.1669 -0.2336 3.0 0.0 -0.1
C -1.8341 0.4649 1.1787 -2.0 -0.3 1.4
C -1.4285 -0.7712 2.1454 3.9 0.1 3.1
O -0.4710 -0.6760 2.9555 -5.1 -0.8 -4.0
F -2.1874 -2.0043 2.0890 1.5 3.2 -0.4
H 0.3885 -3.3126 1.7112 1.5 -0.2 -0.9
H 1.6568 -2.6021 0.4481 -0.8 -1.3 1.3
H 2.1770 -3.1763 2.1118 -1.3 -0.3 -1.4
H 2.1629 -5.4867 1.6415 -0.5 1.0 -1.6
H 2.7201 -4.8060 0.0275 -1.4 -0.1 0.8
H 0.2559 -6.5297 0.8162 0.3 1.3 -1.0
H 1.0205 -6.2854 -0.8387 -1.0 0.9 1.4
H -1.5248 -5.5979 -0.6327 1.3 1.3 0.6
H -1.1265 -4.1759 0.4627 0.9 -1.0 -1.0
H 0.6581 -3.7086 -1.8934 -1.6 -0.3 0.5
H -0.7660 -4.6771 -2.5918 0.7 1.2 1.3
H -1.4801 -2.3103 -0.6657 0.2 0.0 -1.8
H -2.4364 -2.8329 -2.1542 1.6 0.3 0.4
H 0.4661 -1.2020 -6.1048 -0.4 0.0 1.6
H 1.5000 0.9745 -5.3520 -1.2 -1.6 1.0
H 1.5421 2.1661 -1.4575 -0.7 -0.2 -2.0
H 2.5042 2.1873 -3.0203 -1.8 -0.3 0.6
H -2.9729 0.6154 1.3421 1.9 -0.4 -0.6
H -1.3465 1.4521 1.5134 -0.2 -2.0 -0.5
C -1.5090 0.3977 5.8912 0.3 0.1 -0.1
Cl -3.0622 -0.4488 5.8900 -0.1 0.0 -0.2
Cl -0.9798 0.7646 7.5363 0.0 -0.1 -0.1
H -0.7621 -0.2338 5.4117 -0.2 0.0 0.2
H -1.6141 1.3293 5.3380 -0.1 -0.2 0.2
C 0.6018 3.7845 5.3523 0.3 0.2 0.4
Cl -0.0592 2.9098 3.9634 0.1 0.0 -0.3
Cl -0.6389 4.0643 6.5780 0.2 -0.1 0.0
H 1.4068 3.1958 5.7912 -0.2 0.0 -0.1
H 0.9891 4.7447 5.0141 -0.2 -0.2 0.0
C -4.7498 -3.9060 6.9596 0.2 0.1 0.1
Cl -5.4054 -4.7779 5.5679 0.1 0.0 -0.1
Cl -5.9944 -3.6272 8.1827 0.1 0.0 0.0
H -3.9462 -4.4951 7.3999 -0.2 0.0 -0.1
H -4.3620 -2.9452 6.6239 -0.2 -0.2 0.0
C 0.4240 8.0631 5.0765 -0.1 0.3 -0.1
Cl -0.8317 6.8403 4.8441 -0.1 0.3 -0.1
Cl 1.9535 7.3236 5.5666 0.1 0.1 0.0
H 0.5741 8.5989 4.1401 0.0 -0.2 0.1
H 0.1022 8.7576 5.8516 0.1 -0.2 -0.1
C 1.9676 7.8318 -5.2889 0.1 -0.1 0.2
Cl 2.6553 7.7007 -6.9122 0.1 -0.1 0.0
Cl 0.4687 8.7677 -5.3028 0.0 0.0 0.1
H 1.7568 6.8329 -4.9129 0.0 0.2 -0.2
H 2.6879 8.3267 -4.6383 -0.1 0.0 -0.2
C 1.9226 -4.1134 -7.2014 0.0 -0.7 0.1
Cl 1.5623 -2.3794 -7.2612 0.6 -0.2 -1.1
Cl 2.0590 -4.6834 -5.5348 0.2 0.0 -0.1
H 1.1214 -4.6585 -7.6992 0.0 0.2 0.1
H 2.8664 -4.2939 -7.7145 -0.1 0.2 0.1

***

(3)
60
Properties=species:S:1:pos:R:3:forces:R:3 method="wB97M-V/def2-TZVPD" orbital_gap_ev=9.474 lumo_ev=0.714 total_charge=0 molar_mass_da=412.50 multiplicity=1 smiles="COCCN(C[C@@H]1CCCN(C2Cc3ccccc3C2)C1)C(=O)CCC(F)(F)F"
C 3.7291 -2.2635 0.9263 0.0 0.0 0.0
H 4.2490 -1.5564 1.5818 0.0 0.0 0.0
O 2.4849 -1.7647 0.4981 -0.2 -0.1 0.1
C 2.5736 -0.6392 -0.3426 0.1 0.2 0.0
C 2.9071 0.6553 0.4329 0.2 -0.3 -0.2
N 2.2188 1.8162 -0.1035 0.2 -0.2 0.2
C 2.6273 2.2390 -1.3221 -0.4 0.5 0.1
O 3.5453 1.6980 -1.9090 0.3 -0.2 -0.3
C 1.8984 3.4399 -1.9168 0.3 -0.1 -0.3
H 2.0881 4.3192 -1.2960 -0.1 0.0 0.0
H 0.8240 3.2530 -1.9367 0.0 0.1 0.1
C 2.4080 3.7000 -3.3334 -0.2 0.2 0.1
C 1.7319 4.9116 -3.9326 0.1 -0.1 0.0
F 2.1529 5.1702 -5.1785 0.2 -0.1 -0.2
F 0.3963 4.7713 -4.0041 -0.3 -0.2 0.0
F 1.9492 6.0291 -3.2178 0.2 0.1 0.3
H 2.2078 2.8408 -3.9751 0.0 0.1 0.0
H 3.4853 3.8716 -3.3229 -0.1 0.0 -0.1
C 1.1219 2.3916 0.6439 -0.5 0.1 -0.2
H 1.0853 3.4650 0.4481 0.0 0.0 0.1
H 1.3359 2.2661 1.7090 0.0 0.1 0.0
C -0.2530 1.7722 0.3271 0.1 0.3 0.4
C -1.3754 2.7756 0.5918 0.0 -0.3 -0.3
C -2.7174 2.1109 0.3083 0.0 0.0 0.3
C -2.8585 0.8224 1.1131 -0.1 0.1 -0.2
N -1.7779 -0.0878 0.7751 0.0 -0.1 0.2
C -0.5123 0.5130 1.1585 0.1 0.1 -0.4
H 0.2804 -0.2119 0.9925 0.1 -0.1 0.1
H -0.5105 0.7838 2.2332 0.1 0.0 0.0
C -1.9417 -1.4167 1.3459 0.0 -0.1 -0.1
C -3.2733 -2.0817 0.9407 0.0 0.1 0.1
C -2.9428 -3.5434 0.9053 0.2 0.0 0.1
C -3.7954 -4.6279 0.9162 0.0 0.0 0.0
C -3.2509 -5.9043 0.8642 -0.2 -0.1 0.0
C -1.8798 -6.0839 0.7980 0.1 -0.1 0.0
C -1.0230 -4.9914 0.7845 0.0 0.0 0.0
C -1.5645 -3.7238 0.8412 -0.2 0.0 0.1
C -0.8656 -2.3997 0.8367 0.1 0.1 0.2
H 0.0411 -2.4068 1.4396 0.1 0.1 -0.1
H -0.5898 -2.1335 -0.1870 0.1 0.1 0.0
H 0.0469 -5.1308 0.7331 0.1 0.0 0.0
H -1.4728 -7.0838 0.7590 0.0 -0.1 0.0
H -3.9038 -6.7648 0.8775 0.0 -0.1 0.0
H -4.8659 -4.4903 0.9680 -0.1 0.0 0.0
H -4.0885 -1.8561 1.6283 -0.1 0.1 0.0
H -3.5565 -1.7475 -0.0613 0.0 0.1 0.0
H -1.8933 -1.3774 2.4527 0.0 0.0 -0.1
H -3.8123 0.3551 0.8702 0.0 0.0 0.1
H -2.8586 1.0594 2.1943 0.0 0.0 0.0
H -2.7825 1.8676 -0.7532 -0.1 0.0 0.0
H -3.5359 2.7881 0.5568 0.0 0.0 0.0
H -1.2558 3.6616 -0.0356 0.1 0.1 0.0
H -1.3357 3.0941 1.6366 0.0 0.1 0.1
H -0.2818 1.4867 -0.7288 0.1 0.0 0.0
H 3.9833 0.8463 0.3855 -0.1 0.0 0.1
H 2.6085 0.5255 1.4738 0.0 0.0 0.0
H 3.3120 -0.8006 -1.1365 -0.1 0.0 0.0
H 1.5884 -0.5408 -0.8049 0.1 0.1 0.0
H 4.3753 -2.4938 0.0718 0.0 0.0 0.0
H 3.5194 -3.1776 1.4788 0.1 0.0 0.0